# 1
C36H41AsBrN4O3PSTi | ωB97M-V/def2-TZVPD

Its energy above the lowest of the compared OMol25 structures with the same formula, charge and spin is 0.1384 eV. The value obtained for the highest occupied orbital energy is -13.52 eV. The largest force on an atom is 0.62 eV/A. The HOMO-LUMO gap comes out at 0.248 hartree. The charge is +2.

XYZ file:
```
89
Properties=species:S:1:pos:R:3:forces:R:3:lowdin_charge:R:1
Ti -0.688 -0.384 0.094 0.538 0.027 0.300 0.741
Br 2.811 -0.800 0.496 0.007 -0.039 -0.002 0.877
C 1.784 -2.323 0.111 0.025 0.029 -0.039 -0.732
C 2.349 -3.587 0.124 -0.012 -0.022 -0.010 -0.047
C 1.535 -4.675 -0.156 0.022 0.029 0.014 0.023
C 0.195 -4.476 -0.472 0.094 0.006 -0.129 0.061
C -0.270 -3.184 -0.487 -0.306 -0.041 0.114 -0.180
N 0.501 -2.126 -0.177 -0.024 -0.086 0.029 -0.105
C -1.702 -2.826 -0.812 0.038 -0.275 -0.158 -0.488
O -2.491 -3.602 -1.244 0.027 0.062 0.096 0.198
O -1.946 -1.518 -0.598 -0.084 0.182 -0.106 -0.154
H 3.395 -3.709 0.364 -0.002 0.006 0.003 0.124
H 1.948 -5.675 -0.128 0.000 -0.001 0.003 0.135
H -0.481 -5.287 -0.703 0.001 0.007 -0.020 0.145
S -0.446 -1.234 2.260 -0.063 0.213 -0.192 0.741
C -1.171 -0.156 3.476 0.050 0.059 0.026 -0.630
C -1.552 -0.711 4.693 -0.005 0.001 0.026 -0.091
C -2.092 0.104 5.677 0.002 0.004 -0.018 -0.040
C -2.255 1.468 5.462 0.006 -0.028 0.008 -0.049
C -1.879 2.023 4.250 0.014 0.042 -0.033 -0.069
C -1.344 1.209 3.260 0.056 0.002 -0.021 -0.397
As -0.816 1.819 1.527 -0.315 -0.073 0.036 1.329
C 0.141 3.468 1.707 -0.016 -0.050 -0.003 -0.382
C 1.530 3.428 1.771 -0.005 -0.026 0.008 -0.117
C 2.237 4.598 2.005 0.001 -0.006 -0.011 -0.069
C 1.558 5.799 2.165 -0.011 0.004 0.003 -0.046
C 0.171 5.834 2.107 0.036 0.011 0.007 -0.048
C -0.545 4.667 1.885 -0.036 -0.046 -0.008 -0.103
C -2.478 2.103 0.581 -0.040 -0.041 0.065 -0.379
C -3.384 1.046 0.703 -0.045 0.022 0.105 -0.131
C -4.572 1.055 -0.020 0.032 -0.002 -0.006 -0.037
C -4.860 2.127 -0.849 0.032 -0.022 -0.047 -0.048
C -3.952 3.175 -0.980 0.012 0.005 -0.011 -0.060
C -2.751 3.158 -0.287 0.004 0.015 0.026 -0.102
H -1.421 -1.770 4.870 -0.003 0.001 0.006 0.113
H -2.383 -0.331 6.623 0.000 0.004 0.001 0.121
H -2.672 2.094 6.239 0.000 0.006 -0.004 0.118
H -1.998 3.086 4.078 -0.008 -0.002 0.010 0.110
H 2.056 2.487 1.657 0.015 0.007 -0.009 0.099
H 3.317 4.573 2.071 0.000 0.002 0.003 0.118
H 2.112 6.710 2.350 -0.001 0.001 0.000 0.120
H -0.356 6.768 2.250 -0.002 -0.001 -0.004 0.119
H -1.628 4.695 1.867 -0.009 0.008 -0.020 0.106
H -3.211 0.255 1.434 0.008 -0.004 -0.094 0.106
H -5.275 0.239 0.089 0.002 0.008 -0.004 0.125
H -5.795 2.153 -1.392 0.003 0.008 0.004 0.121
H -4.188 4.015 -1.620 0.002 -0.007 -0.005 0.119
H -2.051 3.977 -0.397 0.030 0.020 -0.022 0.099
O 0.152 0.506 -1.311 0.095 -0.089 0.036 -0.404
P 0.725 1.113 -2.633 0.004 0.162 -0.261 0.627
N 1.761 0.025 -3.265 -0.040 -0.046 0.101 -0.170
C 2.580 0.373 -4.454 -0.035 -0.003 -0.086 -0.178
C 2.060 -0.555 -5.541 0.003 -0.013 0.019 -0.150
C 1.770 -1.850 -4.781 -0.026 0.010 -0.023 -0.139
C 1.329 -1.392 -3.381 0.026 -0.016 0.016 -0.159
N -0.611 1.454 -3.488 0.045 0.073 0.161 -0.165
C -1.965 0.931 -3.189 -0.028 -0.033 -0.047 -0.159
C -2.811 1.439 -4.358 -0.010 0.000 -0.009 -0.142
C -2.069 2.685 -4.838 -0.004 -0.023 0.000 -0.149
C -0.613 2.256 -4.729 0.004 0.006 -0.012 -0.171
N 1.582 2.473 -2.458 -0.108 -0.122 0.128 -0.170
C 3.048 2.513 -2.220 0.038 0.059 0.008 -0.156
C 3.280 3.865 -1.545 -0.004 0.015 -0.021 -0.143
C 2.091 4.715 -1.991 0.003 -0.008 -0.015 -0.140
C 0.939 3.720 -1.984 0.057 0.043 0.007 -0.165
H 3.630 0.173 -4.233 0.004 0.012 0.002 0.129
H 2.474 1.428 -4.703 -0.005 -0.038 -0.021 0.109
H 2.778 -0.690 -6.347 -0.006 -0.001 -0.008 0.124
H 1.142 -0.149 -5.973 0.001 -0.001 0.013 0.105
H 2.672 -2.457 -4.708 0.015 0.020 0.008 0.119
H 1.005 -2.454 -5.265 0.016 -0.023 0.007 0.119
H 1.810 -1.987 -2.605 -0.021 -0.022 0.033 0.099
H 0.246 -1.474 -3.253 -0.016 0.017 -0.017 0.109
H -2.314 1.337 -2.239 -0.046 0.012 0.058 0.086
H -1.973 -0.157 -3.123 -0.002 -0.012 -0.005 0.110
H -3.838 1.633 -4.058 -0.008 0.005 0.013 0.115
H -2.831 0.693 -5.155 -0.011 0.000 -0.001 0.122
H -2.258 3.528 -4.168 0.000 -0.008 0.000 0.113
H -2.341 2.983 -5.848 0.006 0.003 0.000 0.124
H 0.087 3.088 -4.656 0.012 0.010 0.014 0.111
H -0.326 1.644 -5.589 -0.001 -0.006 0.007 0.114
H 3.574 2.454 -3.173 -0.003 0.030 0.040 0.108
H 3.370 1.672 -1.605 0.001 -0.003 -0.015 0.098
H 4.238 4.296 -1.831 0.008 -0.008 0.017 0.124
H 3.271 3.754 -0.461 -0.006 -0.008 0.018 0.088
H 2.249 5.096 -3.001 -0.003 0.000 -0.002 0.123
H 1.903 5.562 -1.333 -0.002 0.001 0.003 0.118
H 0.112 4.005 -2.631 -0.014 -0.009 -0.041 0.109
H 0.557 3.590 -0.965 -0.012 -0.005 -0.042 0.094
```
Forces are in eV/Å.



# 2
C36H41ClHgN11O5SSe2Te2 | ωB97M-V/def2-TZVPD

As for the spin multiplicity: 2. Its energy above the lowest of the compared OMol25 structures with the same formula, charge and spin is 1.1728 eV. The value obtained for the highest occupied orbital energy (spin up / spin down) is -0.60 / -1.63 eV. The largest force on an atom is 0.67 eV/A. The HOMO-LUMO gap (spin up / spin down) comes out at 0.143 / 0.181 hartree. The charge is -2.

XYZ file:
```
100
Properties=species:S:1:pos:R:3:forces:R:3:mulliken_spin:R:1
Hg -2.085 -0.988 -1.580 0.096 0.082 -0.266 0.009
C 5.853 -0.737 0.721 0.018 -0.012 0.012 0.000
C 4.643 -0.848 -0.168 -0.019 -0.006 -0.035 0.000
C 4.698 -1.532 -1.379 -0.008 0.011 0.002 0.000
C 3.584 -1.623 -2.201 0.046 0.023 -0.042 0.001
C 2.383 -1.050 -1.810 0.018 0.003 -0.044 0.003
C 2.326 -0.340 -0.623 -0.032 -0.037 0.051 -0.002
C 3.443 -0.244 0.192 0.016 -0.010 0.039 -0.001
S 0.949 -1.087 -2.902 0.175 0.037 0.153 0.003
O 1.558 -0.972 -4.209 -0.133 -0.158 -0.081 -0.002
O 0.165 0.059 -2.435 0.057 0.080 -0.137 -0.005
N 0.023 -2.310 -2.689 0.214 0.102 0.208 0.005
C 0.262 -3.651 -2.590 -0.094 0.018 -0.024 0.004
C 1.482 -4.246 -2.216 0.109 -0.115 0.002 0.002
C 1.555 -5.618 -2.088 0.027 0.063 0.006 0.001
C 0.429 -6.397 -2.312 -0.056 0.001 -0.011 0.000
C -0.737 -5.727 -2.652 0.022 -0.053 0.014 0.002
N -0.826 -4.414 -2.802 -0.019 0.019 0.015 -0.007
H 6.698 -1.285 0.305 -0.001 0.005 -0.001 0.000
H 5.649 -1.138 1.717 -0.009 0.002 -0.005 0.000
H 6.155 0.305 0.846 -0.003 0.007 -0.002 0.000
H 5.631 -1.988 -1.692 0.004 0.002 0.008 0.000
H 3.645 -2.122 -3.160 -0.009 0.008 0.007 0.000
H 1.412 0.180 -0.380 -0.010 0.045 0.007 0.000
H 3.385 0.334 1.110 0.021 -0.024 -0.024 0.000
H 2.347 -3.644 -1.988 -0.058 0.002 -0.048 -0.001
H 2.494 -6.074 -1.792 -0.007 -0.009 -0.002 0.000
H 0.440 -7.473 -2.202 -0.003 0.001 0.005 0.000
H -1.663 -6.277 -2.800 0.005 0.001 -0.009 0.000
N -3.253 2.369 -0.469 -0.076 -0.017 0.030 0.006
C -2.840 2.392 -1.769 -0.123 0.035 -0.107 -0.029
N -2.510 3.594 -2.259 -0.067 -0.015 -0.017 0.096
C -2.120 3.548 -3.550 -0.027 0.138 0.101 0.014
N -1.764 4.774 -4.093 0.012 -0.020 -0.014 0.010
N -2.067 2.502 -4.330 0.016 -0.052 -0.046 0.030
C -2.415 1.323 -3.736 -0.108 -0.081 -0.048 0.194
N -2.798 1.239 -2.424 0.390 0.182 0.416 0.058
C -2.396 0.123 -4.475 -0.025 -0.011 -0.035 0.171
C -2.168 0.105 -5.872 0.017 -0.030 -0.109 0.094
C -2.217 -1.079 -6.549 -0.002 0.041 0.014 0.008
C -2.472 -2.273 -5.842 -0.004 0.026 0.013 0.190
C -2.628 -2.195 -4.477 0.048 -0.090 -0.053 -0.077
N -2.607 -1.049 -3.795 0.008 0.018 -0.240 0.162
H -3.591 3.246 -0.114 -0.005 0.011 0.015 0.001
H -3.719 1.528 -0.167 0.010 0.028 -0.026 0.004
H -1.445 5.429 -3.398 -0.001 0.006 -0.001 0.003
H -1.161 4.681 -4.896 0.005 -0.003 0.008 0.000
H -1.965 1.043 -6.369 0.004 -0.011 0.029 0.022
H -2.048 -1.097 -7.620 0.000 -0.019 0.001 0.006
H -2.500 -3.236 -6.331 -0.002 -0.008 -0.010 0.013
H -2.734 -3.100 -3.890 0.021 0.052 -0.018 -0.002
Se -4.942 -1.394 -0.778 -0.410 -0.535 0.013 -0.001
Te -6.495 -1.849 1.133 0.131 0.120 -0.023 0.000
Te -5.157 -5.489 -0.929 0.176 0.359 0.012 0.000
Se -3.770 -3.474 -1.328 -0.383 -0.208 0.202 0.002
O -1.740 -2.412 0.033 -0.115 -0.246 0.005 0.002
O -2.586 -3.580 0.022 0.068 0.150 -0.028 -0.001
C 0.929 2.370 6.314 0.023 0.038 0.036 0.000
C -0.038 1.416 5.596 -0.024 -0.028 -0.026 0.000
C -1.236 2.259 5.138 -0.005 0.009 0.006 0.000
C -0.558 0.395 6.617 -0.001 -0.026 -0.004 0.000
C 0.735 0.671 4.458 0.123 -0.072 -0.058 0.000
O 1.877 0.025 5.065 0.023 -0.008 0.004 0.000
C 1.310 1.546 3.322 -0.004 0.035 0.032 0.000
C 0.423 2.517 2.519 0.040 0.012 -0.011 0.001
C 0.978 2.750 1.130 -0.038 0.021 -0.026 0.002
C 0.191 2.534 0.002 0.060 0.046 -0.016 0.004
C 0.705 2.711 -1.278 -0.100 0.090 0.010 -0.002
C 2.014 3.125 -1.419 0.064 0.028 -0.029 -0.001
Cl 2.684 3.352 -3.014 -0.025 -0.020 0.029 0.000
C 2.821 3.362 -0.315 -0.065 -0.011 -0.027 -0.001
C 2.296 3.169 0.952 0.016 0.005 0.005 0.001
C 0.054 -0.578 3.842 -0.035 0.046 0.029 0.000
N -0.959 -0.344 2.848 -0.006 -0.098 -0.012 -0.002
C -0.772 -0.189 1.533 -0.047 0.070 -0.021 0.016
N -1.905 0.096 0.939 0.015 -0.130 0.099 -0.007
C -2.807 0.027 1.956 0.050 0.078 -0.022 0.001
N -2.275 -0.218 3.134 -0.014 0.062 0.133 0.000
H 0.371 2.961 7.043 -0.003 -0.003 0.001 0.000
H 1.399 3.072 5.620 -0.007 -0.009 -0.002 0.000
H 1.709 1.841 6.867 -0.017 0.004 0.003 0.000
H -1.810 2.538 6.026 0.010 0.003 -0.012 0.000
H -1.904 1.711 4.480 -0.032 -0.066 -0.061 0.000
H -0.931 3.184 4.651 -0.008 -0.048 -0.021 0.000
H -0.854 0.917 7.530 -0.013 0.000 0.002 0.000
H 0.205 -0.340 6.874 0.009 0.012 -0.003 0.000
H -1.438 -0.125 6.237 0.005 -0.012 -0.022 0.000
H 2.464 0.712 5.393 0.007 -0.015 -0.034 0.000
H 1.766 0.836 2.626 -0.009 0.045 0.001 0.000
H 2.154 2.110 3.736 -0.024 -0.009 0.016 0.000
H 0.352 3.474 3.043 0.041 -0.011 -0.008 0.000
H -0.597 2.149 2.426 -0.044 -0.009 0.014 0.000
H -0.837 2.204 0.108 0.044 0.038 0.015 -0.003
H 0.091 2.500 -2.144 0.095 0.022 0.027 0.004
H 3.844 3.684 -0.455 0.006 -0.009 0.008 0.000
H 2.930 3.346 1.815 -0.002 0.002 0.003 0.000
H -0.343 -1.241 4.607 -0.079 0.080 0.032 0.000
H 0.858 -1.115 3.339 0.017 -0.031 0.043 0.000
H 0.191 -0.299 1.068 0.015 -0.017 -0.030 -0.001
H -3.876 0.120 1.823 0.010 -0.023 0.014 0.000
```
Forces are in eV/Å.